Record 1
Below is a molecular structure, C3H7NO2, with properties calculated with the ωB97M-V functional and the def2-TZVPD basis.

CARTESIAN COORDINATES (ANGSTROEM)
H (1.2160, 1.7490, -0.2868)
H (-0.5641, 1.1999, 1.2961)
C (0.1978, 0.4187, 1.1537)
O (-0.1721, -2.1788, -1.1726)
N (0.2013, 0.1677, -1.2222)
H (-0.5496, 0.8081, -1.4598)
C (1.0117, 0.6901, -0.1200)
O (-0.3969, -0.8395, 0.9258)
H (-1.8900, -0.7407, -0.5846)
C (-0.3384, -1.0673, -0.8182)
H (0.8216, 0.3683, 2.0503)
H (-1.4991, -0.7233, 0.3290)
H (1.9615, 0.1477, -0.0908)

Cartesian forces (eV/Å) of the 2 atoms listed first:
H -0.02 -0.14 0.03
H 0.10 -0.14 -0.02

Computed properties:
Electronic energy = -323.610000 Eh
Gap between HOMO and LUMO = 10.32 eV
Largest force on an atom = 0.8 eV/Å
HOMO energy = -9.722 eV
Energy above the lowest of the compared OMol25 structures with the same formula, charge and spin = 448.87 kJ/mol
LUMO level = 0.60 eV

Now the Löwdin charges, all in e: 0.123 0.118 -0.224 0.148 0.039 0.126 -0.160 -0.169 0.140 -0.507 0.121 0.120 0.124

***

Record 2
Below is a molecular structure, C22H28N3O2SbSn at a distorted geometry, with properties calculated with the ωB97M-V functional and the def2-TZVPD basis.

CARTESIAN COORDINATES (ANGSTROEM)
C (5.2308, 1.6109, 0.1571)
C (-0.6441, -0.5025, 2.9784)
H (-3.1145, -2.2388, -0.8753)
C (-3.9050, 1.5747, -0.2784)
H (1.8752, -3.6014, -2.5373)
C (-1.4208, 0.7584, 3.2051)
H (-4.7799, 2.0573, 0.1603)
C (-0.6331, -1.5176, 3.9405)
H (-0.9801, 1.1197, -4.2185)
H (5.7686, 2.5522, 0.1676)
H (0.0930, -3.4672, 4.4603)
C (-2.4789, -1.8396, -0.0879)
H (0.5772, -3.4185, -4.6705)
C (-1.3428, 0.5853, -3.3379)
Sb (2.1387, -1.8537, 0.0123)
H (-4.0442, -0.0263, 1.1910)
C (-2.7068, 3.6452, 0.2248)
N (0.0405, -0.6298, 1.8239)
C (5.2900, -0.8305, 0.2208)
H (1.4578, -3.6593, 2.3814)
H (-3.6424, 3.9807, 0.6658)
H (-4.5796, -0.4557, -0.4481)
H (-1.4521, -2.1560, -0.2382)
C (0.8411, -2.7838, 2.5529)
H (-0.9010, 1.6314, 2.7976)
O (-2.5123, -0.3799, -0.1718)
C (3.8358, 1.6696, 0.0898)
H (2.5534, 3.0090, -0.9509)
H (-2.3662, 0.2714, -3.5504)
C (0.9997, -1.7792, -1.7691)
H (-2.6094, 3.9991, -0.7994)
C (5.9387, 0.4098, 0.2228)
C (0.0840, -2.6733, 3.7234)
C (3.0282, 2.9115, 0.0278)
H (7.0228, 0.4278, 0.2789)
H (-1.5481, 0.9484, 4.2702)
H (5.7829, -1.7901, 0.2627)
O (-2.6983, 2.1772, 0.2411)
N (3.2530, 0.4361, 0.0896)
C (1.1920, -2.7762, -2.7007)
H (-2.4257, 0.6989, 2.7778)
C (-0.4682, -0.5993, -3.0725)
C (-3.8610, 0.1283, 0.1274)
H (-3.9350, 1.7067, -1.3626)
N (0.1743, -0.7268, -1.8976)
H (-1.3659, 1.3164, -2.5262)
H (-1.1916, -1.3830, 4.8582)
H (-1.8747, 3.9747, 0.8412)
C (-0.3294, -1.5677, -4.0808)
C (0.4760, -2.6667, -3.8973)
H (-2.8402, -2.1470, 0.8924)
H (-0.8701, -1.4367, -5.0103)
C (3.9385, -0.6139, 0.1398)
Sn (-0.7849, 0.9644, 0.0548)
H (2.2653, 2.9112, 0.8078)
H (3.6618, 3.7827, 0.1788)
C (0.7870, -1.7383, 1.6575)

Cartesian forces (eV/Å) of the 2 atoms listed first:
C -0.04 0.10 0.03
C 0.03 -0.02 -0.11

Computed properties:
Electronic energy = -1622.765855 Eh
Gap between HOMO and LUMO = 6.08 eV
Largest force on an atom = 1.8 eV/Å
HOMO energy = -21.496 eV
Energy above the lowest of the compared OMol25 structures with the same formula, charge and spin = 107.67 kJ/mol
LUMO level = -15.42 eV
Net charge = +4

Now the Löwdin charges, all in e: 0.073 -0.289 0.125 -0.128 0.124 -0.012 0.164 0.058 0.122 0.156 0.152 0.001 0.151 -0.004 1.986 0.145 0.008 -0.066 0.020 0.123 0.120 0.161 0.068 -0.062 0.074 -0.406 -0.224 0.106 0.115 -0.454 0.115 0.056 0.040 0.009 0.159 0.121 0.144 -0.447 0.087 -0.057 0.089 -0.284 -0.100 0.150 -0.023 0.027 0.152 0.101 0.056 0.034 0.119 0.154 -0.390 1.514 0.087 0.112 -0.435